Formula: C33H35I2N4OV
Source: the OMol25 dataset
Level of theory: the ωB97M-V functional and the def2-TZVPD basis

```
76
Properties=species:S:1:pos:R:3
V 0.117 -0.055 0.138
I -0.295 -5.550 5.222
C -0.396 -4.245 3.608
C -0.237 -4.725 2.317
C -0.304 -3.853 1.240
I 0.066 -4.543 -0.683
C -0.549 -2.506 1.450
O -0.645 -1.643 0.383
C -0.667 -2.017 2.748
C -0.848 -0.538 2.948
N 0.252 0.244 2.278
C 1.601 -0.063 2.816
C 2.492 -0.687 1.776
C 3.702 -1.253 2.127
C 4.479 -1.850 1.150
C 4.021 -1.885 -0.160
C 2.813 -1.301 -0.449
N 2.064 -0.684 0.496
C -0.594 -2.891 3.823
H -0.051 -5.777 2.147
H -0.874 -0.305 4.011
H -1.786 -0.191 2.513
H 0.058 1.226 2.458
H 1.521 -0.750 3.656
H 2.062 0.848 3.195
H 4.021 -1.239 3.163
H 5.428 -2.304 1.412
H 4.585 -2.371 -0.945
H 2.401 -1.335 -1.444
H -0.697 -2.511 4.834
C -2.008 -2.004 -2.761
C -0.616 -1.878 -3.324
C -0.131 -2.781 -4.260
C 1.127 -2.622 -4.823
C 1.914 -1.538 -4.471
C 1.465 -0.603 -3.543
C 2.290 0.628 -3.236
C 0.212 -0.816 -2.971
N -0.247 0.127 -1.963
C -1.002 1.094 -2.311
C -1.494 1.336 -3.693
C -1.377 2.060 -1.202
C -2.178 3.265 -1.525
N -0.952 1.759 -0.033
C -1.212 2.628 1.099
C -0.156 3.422 1.552
C 1.175 3.456 0.838
C -0.375 4.213 2.673
C -1.598 4.193 3.327
C -2.618 3.372 2.872
C -2.447 2.568 1.749
C -3.574 1.690 1.257
H -2.434 -2.972 -3.016
H -2.672 -1.238 -3.178
H -2.016 -1.912 -1.675
H -0.755 -3.617 -4.554
H 1.487 -3.338 -5.552
H 2.886 -1.400 -4.934
H 3.353 0.425 -3.367
H 2.145 0.999 -2.221
H 2.037 1.448 -3.915
H -1.241 0.513 -4.351
H -1.043 2.251 -4.093
H -2.577 1.486 -3.693
H -1.696 3.824 -2.333
H -2.301 3.911 -0.663
H -3.164 2.966 -1.895
H 1.164 4.172 0.012
H 1.458 2.494 0.410
H 1.970 3.760 1.516
H 0.423 4.852 3.035
H -1.753 4.813 4.202
H -3.567 3.349 3.396
H -4.252 1.446 2.073
H -3.224 0.753 0.823
H -4.168 2.204 0.495
```

Results
<S²>: 2.0152
Maximum force: 0.0094 hartree/bohr
Kohn-Sham gap (alpha / beta): 5.93 / 6.05 eV
E: -84675.9714 eV
Total charge: +2
Multiplicity: 3

Formula: C19H24Cl3GeN3RhS
Source: the OMol25 dataset
Level of theory: the ωB97M-V functional and the def2-TZVPD basis

```
52
Properties=species:S:1:pos:R:3
Rh 0.887 -0.080 -0.299
C 2.432 -0.078 1.997
C 1.053 -0.123 2.431
C 0.436 1.101 1.922
C 1.417 1.842 1.216
C 2.636 1.107 1.118
C 3.966 1.531 0.499
C 1.371 3.198 0.619
C -0.935 1.514 2.174
C 0.651 -0.894 3.723
C 3.459 -1.103 2.207
H 4.039 2.588 0.934
H 3.990 1.663 -0.599
H 4.795 0.923 0.863
H 1.669 3.878 1.378
H 0.290 3.415 0.337
H 1.962 3.297 -0.263
H -1.442 1.622 1.197
H -1.067 2.511 2.606
H -1.560 0.745 2.635
H 1.141 -1.869 3.762
H -0.377 -1.199 3.821
H 1.058 -0.367 4.611
H 3.899 -1.391 1.231
H 3.168 -2.033 2.655
H 4.155 -0.631 2.889
C -1.373 1.510 -4.977
N -1.845 0.590 -3.873
C -3.019 -0.065 -4.015
C -3.340 -0.563 -2.822
N -2.333 -0.303 -1.961
C -1.419 0.475 -2.592
S 0.036 1.189 -1.992
C -2.351 -0.723 -0.596
C -3.611 -0.911 -0.001
C -3.576 -1.474 1.203
C -2.368 -1.970 1.743
C -1.204 -1.759 1.055
N -1.163 -1.061 -0.125
H -0.629 2.243 -4.677
H -2.242 2.049 -5.377
H -0.939 0.981 -5.833
H -3.611 -0.107 -4.940
H -4.143 -1.267 -2.582
H -4.544 -0.496 -0.339
H -4.470 -1.586 1.840
H -2.302 -2.499 2.740
H -0.250 -2.150 1.475
Cl 2.468 -5.293 -2.091
Ge 2.209 -3.313 -2.685
Cl 2.548 -2.153 -0.806
Cl 0.376 -2.510 -3.440
```

Results
<S²>: 8.7729
Maximum force: 0.0768 hartree/bohr
Kohn-Sham gap (alpha / beta): 7.72 / 6.31 eV
E: -132474.3714 eV
Total charge: +2
Multiplicity: 6

Formula: C4H9O2
Source: the OMol25 dataset
Level of theory: the ωB97M-V functional and the def2-TZVPD basis

```
15
Properties=species:S:1:pos:R:3
C -1.887 -1.157 0.873
C -2.993 -2.121 0.530
H -2.197 -0.113 0.988
H -1.310 -1.342 1.777
H -1.113 -1.067 0.107
H -3.260 -2.706 1.415
H -3.896 -1.671 0.115
H -2.716 -2.875 -0.211
C 0.277 1.730 -0.179
C 1.591 0.842 -0.428
O 2.223 1.154 -1.449
O 1.784 -0.096 0.382
H 0.163 1.965 0.877
H -0.513 1.106 -0.595
H 0.417 2.611 -0.799
```

Results
Maximum force: 0.0336 hartree/bohr
Kohn-Sham gap: 7.37 eV
E: -8390.1052 eV
Total charge: -1
Multiplicity: 1

Formula: C29H36Br3N7
Source: the OMol25 dataset
Level of theory: the ωB97M-V functional and the def2-TZVPD basis

```
75
Properties=species:S:1:pos:R:3
N 4.315 -2.457 2.791
C 3.176 -1.636 2.706
C 2.145 -2.266 3.402
C 2.661 -3.473 3.929
C 4.032 -3.513 3.564
H 5.209 -2.052 2.553
H 3.192 -0.722 2.132
H 1.115 -1.999 3.580
H 2.247 -4.271 4.528
H 4.824 -4.208 3.804
N -0.755 -0.458 -0.473
C -0.662 0.491 0.486
C 0.492 0.203 1.214
C 1.231 -0.895 0.582
C 0.336 -1.259 -0.430
H -1.467 -0.503 -1.188
H -1.299 1.358 0.585
H 0.912 0.813 2.000
H 2.114 -1.419 0.916
H 0.343 -2.138 -1.057
N 0.991 -3.417 -3.658
C -0.213 -3.026 -3.193
C -0.246 -1.685 -2.758
C 1.044 -1.245 -2.868
C 1.745 -2.339 -3.438
H 1.350 -4.220 -4.155
H -1.006 -3.728 -3.402
H -1.096 -1.199 -2.302
H 1.412 -0.279 -2.555
H 2.762 -2.194 -3.771
N -2.405 1.274 -1.595
C -1.989 0.842 -2.826
C -2.649 -0.355 -3.013
C -3.198 -0.757 -1.823
C -3.095 0.249 -0.946
H -2.305 2.169 -1.136
H -1.555 1.574 -3.490
H -2.858 -0.917 -3.912
H -3.678 -1.698 -1.601
H -3.454 0.418 0.058
N -1.122 -1.394 1.565
C -2.366 -1.342 2.123
C -2.370 -2.045 3.375
C -1.004 -2.390 3.608
C -0.331 -2.155 2.360
H -0.806 -1.073 0.661
H -3.167 -0.796 1.646
H -3.197 -2.101 4.066
H -0.555 -2.686 4.544
H 0.696 -2.353 2.088
N -2.059 3.643 -2.355
C -3.013 3.763 -1.424
C -2.537 3.291 -0.244
C -1.264 2.998 -0.400
C -0.982 3.112 -1.778
H -2.104 3.784 -3.354
H -3.996 4.151 -1.650
H -3.019 3.345 0.721
H -0.540 2.764 0.367
H -0.050 3.027 -2.317
N 0.771 1.069 -0.907
C 0.915 1.557 -2.194
C 1.573 2.732 -2.248
C 2.126 2.836 -0.945
C 1.613 1.800 -0.132
H 0.254 0.224 -0.711
H 0.386 1.068 -2.998
H 1.556 3.368 -3.121
H 2.772 3.664 -0.694
H 1.939 1.569 0.872
C 1.135 3.130 3.323
Br 2.100 1.798 4.333
Br 0.200 2.389 1.723
Br 2.378 4.646 2.903
H 0.349 3.543 3.956
```

Results
Maximum force: 0.2749 hartree/bohr
Kohn-Sham gap: 6.77 eV
E: -251186.2289 eV
Multiplicity: 1

> What is the multiplicity in the first record?

3

> The highest multiplicity belongs to which entry?

C19H24Cl3GeN3RhS

> Which formula does entry 2 have?

C19H24Cl3GeN3RhS